C10H66FNO23PS2 | wB97M-V/def2-TZVPD

Positions of all 104 atoms, in Å:
C (-4.1581, 2.2992, -2.2260)
C (-2.9422, 2.5979, -1.2846)
F (-2.5909, 1.4181, -0.5608)
P (-1.4478, 3.3997, -2.2407)
C (-0.0505, 4.2749, -3.1981)
C (1.3797, 3.9542, -2.6812)
C (1.5128, 3.9693, -1.1194)
S (1.8471, 2.2575, -0.5599)
C (3.2368, 2.2343, 0.5947)
S (4.5636, 3.2127, 0.3517)
N (3.1330, 1.3079, 1.7024)
C (3.5435, 1.9520, 2.9538)
C (3.4904, 0.9042, 4.1131)
O (4.2997, -0.2218, 3.8166)
C (3.8143, -0.8857, 2.6501)
C (3.8773, 0.0677, 1.4294)
H (-5.1067, 2.1985, -1.6608)
H (-3.9154, 1.3984, -2.8106)
H (-4.2975, 3.1678, -2.8961)
H (-3.3111, 3.3923, -0.5917)
H (-1.6838, 2.4435, -3.3157)
H (-2.4243, 4.2635, -2.8995)
H (-1.3120, 4.3219, -1.1086)
H (-0.5587, 2.4043, -1.6463)
H (-0.2851, 5.3581, -3.2685)
H (-0.0981, 3.8933, -4.2496)
H (1.7716, 2.9963, -3.0648)
H (2.0744, 4.7346, -3.0693)
H (2.3806, 4.6046, -0.8427)
H (0.6451, 4.4185, -0.6030)
H (4.5782, 2.3436, 2.9251)
H (2.7831, 2.7205, 3.1877)
H (2.4523, 0.6199, 4.3772)
H (3.9355, 1.4106, 4.9926)
H (4.4782, -1.7499, 2.4637)
H (2.7972, -1.2899, 2.8176)
H (3.3885, -0.4594, 0.5857)
H (4.9127, 0.2970, 1.0971)
O (1.5660, -3.0743, 2.8691)
H (0.8833, -3.2231, 2.2049)
H (1.0757, -3.0092, 3.6929)
O (0.8752, -1.1843, 0.7176)
H (0.1958, -1.4847, 0.1073)
H (0.8768, -0.2213, 0.6029)
O (0.6671, -5.2647, 4.4049)
H (1.3749, -5.5182, 3.8039)
H (0.2864, -6.1015, 4.6880)
O (-1.1647, -3.1931, 1.8043)
H (-1.1901, -2.2513, 1.5951)
H (-1.8327, -3.2994, 2.4872)
O (-2.3556, 1.2544, -4.9877)
H (-2.2854, 0.5337, -4.3561)
H (-2.8372, 0.8678, -5.7317)
O (-0.5341, 1.6886, 1.0502)
H (-1.1945, 1.5660, 0.3465)
H (-1.0552, 1.7258, 1.8578)
O (-2.0664, -6.4036, 5.5468)
H (-2.1002, -5.4622, 5.3330)
H (-2.7367, -6.5142, 6.2272)
O (-3.5512, -8.5117, 6.2205)
H (-3.1107, -9.3608, 6.3280)
H (-3.4734, -8.3275, 5.2800)
O (-3.4598, 5.0473, -4.9513)
H (-2.9997, 4.1982, -4.8848)
H (-3.4047, 5.2786, -5.8850)
O (2.9829, 3.8672, -5.4632)
H (2.5486, 4.7244, -5.4460)
H (3.5918, 3.9021, -4.7203)
O (6.3813, 6.4185, 1.3570)
H (6.0849, 5.5537, 1.0526)
H (5.8523, 7.0379, 0.8471)
O (-3.7080, -3.7698, 5.3974)
H (-4.3873, -3.9235, 4.7337)
H (-4.1983, -3.7002, 6.2218)
O (-1.2530, -10.5568, 5.2538)
H (-0.8147, -11.4066, 5.3633)
H (-1.1753, -10.3753, 4.3111)
O (0.8678, -7.7918, 2.6734)
H (0.1558, -7.9924, 3.2881)
H (0.4321, -7.3119, 1.9615)
O (8.4169, 8.4313, 2.5195)
H (8.1156, 7.5655, 2.2132)
H (7.8905, 9.0517, 2.0112)
O (-4.7827, 4.3295, 1.5818)
H (-4.4881, 3.4132, 1.5935)
H (-5.7412, 4.2684, 1.6039)
O (-0.8484, 1.5386, -7.7198)
H (-1.2471, 2.0742, -7.0219)
H (0.0952, 1.5818, -7.5364)
O (-3.0347, 0.5484, -9.8365)
H (-3.3881, -0.2492, -9.4345)
H (-2.3243, 0.8169, -9.2413)
O (-6.6941, 4.6880, -5.0113)
H (-7.0808, 5.2355, -4.3242)
H (-5.7449, 4.7303, -4.8356)
O (5.4924, -2.1326, -0.0464)
H (6.2118, -2.3719, -0.6373)
H (5.1263, -2.9773, 0.2330)
O (-3.2741, -12.7351, 4.2224)
H (-3.0107, -11.9807, 4.7639)
H (-3.0234, -13.5001, 4.7474)
O (-1.2578, -1.3404, -5.7460)
H (-0.7246, -0.9831, -5.0299)
H (-1.2066, -0.6634, -6.4319)

Properties
Spin multiplicity: 1
Total charge: -1
Orbital gap in eV: 5.205

***

C6H6Br2N2O4 | wB97M-V/def2-TZVPD

Positions of all 20 atoms, in Å:
C (-1.8339, 0.0797, 0.2176)
C (-1.7120, 0.3625, -1.0762)
C (-0.7762, 0.0188, 1.2557)
C (0.7701, 0.7877, -0.6384)
C (-0.3851, 0.6085, -1.6257)
C (0.5762, -0.3185, 0.7384)
N (0.8304, -1.7624, 0.2066)
N (1.7068, 0.0866, 1.6480)
O (-0.1585, -2.4800, 0.3011)
O (1.8893, -2.0235, -0.2893)
O (1.7428, 1.2810, 1.9002)
O (2.3089, -0.8182, 2.1886)
Br (-0.4391, 2.3209, -2.7592)
Br (0.1360, -0.8262, -2.9948)
H (-2.7146, -0.2968, 0.6520)
H (-2.4296, 0.3073, -1.8478)
H (-0.6230, 1.0369, 1.6009)
H (-1.1281, -0.8383, 1.9165)
H (1.7586, 0.7648, -1.1195)
H (0.4808, 1.7091, -0.2746)

Properties
Spin multiplicity: 1
Relative energy (zero: lowest compared OMol25 entry of this formula, charge and spin) in eV: 2.811
Orbital gap in eV: 9.452

***

C10H15BClN2O12P | wB97M-V/def2-TZVPD

Positions of all 42 atoms, in Å:
C (1.1671, 4.2088, 0.1369)
C (0.3161, 3.9773, -1.0612)
O (0.4057, 4.6538, -2.0422)
O (-0.5929, 2.9763, -0.9837)
C (-1.0572, 2.5629, -2.2516)
O (-1.8775, 1.4088, -2.1082)
C (-1.6883, 0.6044, -1.0232)
O (-2.2997, 0.7291, -0.0288)
C (-0.7781, -0.5754, -1.2157)
C (-1.2583, -1.5407, -2.0974)
C (-0.5285, -2.6791, -2.3379)
N (0.6455, -2.8330, -1.7115)
C (1.1510, -1.9209, -0.8559)
P (2.7899, -2.3715, -0.1595)
N (2.6321, -2.7727, 1.3035)
O (3.7771, -1.1594, -0.4383)
O (3.3141, -3.5709, -1.1064)
C (0.4478, -0.7479, -0.5631)
C (0.9602, 0.2776, 0.3896)
B (0.0041, 0.4135, 1.6730)
O (-0.1327, 1.6695, 2.2053)
O (-0.6418, -0.6517, 2.1813)
H (1.1844, 3.3903, 0.8459)
H (2.1731, 4.3786, -0.2307)
H (0.8655, 5.1102, 0.6577)
H (-1.6957, 3.3323, -2.6622)
H (-0.2335, 2.3419, -2.9239)
H (-2.1991, -1.3794, -2.5974)
H (-0.8478, -3.4465, -3.0190)
H (1.1720, -3.6787, -1.8981)
H (2.9178, -3.7329, 1.4631)
H (3.3540, -0.4240, -0.9023)
H (3.4889, -3.2275, -1.9962)
H (1.1309, 1.2089, -0.1400)
H (1.9316, -0.0495, 0.7544)
H (-1.0384, 1.7920, 2.5153)
H (-1.5900, -0.6933, 1.8995)
O (-4.7037, -0.9512, 4.5650)
Cl (-3.4770, -1.5233, 4.0824)
O (-3.6258, -2.9426, 3.8904)
O (-2.4027, -1.2519, 4.9994)
O (-3.1601, -0.9123, 2.7921)

Properties
Spin multiplicity: 1
Orbital gap in eV: 5.195

***

C14H38MgN3O4 | wB97M-V/def2-TZVPD

Positions of all 60 atoms, in Å:
Mg (-0.1719, 0.8265, -0.6080)
C (0.1718, 5.1418, 0.5213)
C (-0.6075, 4.1705, -0.3393)
O (-0.2847, 2.7914, -0.1760)
H (1.2457, 5.0273, 0.3740)
H (-0.1844, 4.9254, 1.5285)
H (-0.1650, 6.1745, 0.4309)
H (-0.4712, 4.5973, -1.3329)
H (-1.6837, 4.3130, -0.2413)
C (3.1139, 0.0608, -3.0535)
C (1.9950, -0.4088, -2.1846)
C (2.3992, -1.8494, -1.6124)
O (1.5626, -2.0851, -0.4562)
C (1.2810, -3.4825, -0.0589)
N (1.7429, 0.6664, -1.2349)
H (3.5929, -0.7143, -3.6516)
H (3.9695, 0.4940, -2.5353)
H (2.7197, 0.8986, -3.6287)
H (1.0846, -0.4967, -2.7776)
H (3.4281, -1.7599, -1.2638)
H (2.2318, -2.6296, -2.3549)
H (0.6652, -3.8383, -0.8849)
H (0.7233, -3.6128, 0.8686)
H (2.1292, -4.1323, 0.1564)
H (2.4678, 0.5566, -0.5403)
H (2.0948, 1.4352, -1.7875)
C (-0.3955, 0.9525, 2.8201)
C (0.6928, 0.1546, 2.0691)
C (1.2188, -1.0208, 2.9566)
O (0.1764, -2.0265, 3.1495)
C (0.5358, -3.0615, 3.9762)
N (0.0483, -0.4948, 0.8664)
H (-1.2482, 0.2743, 2.8510)
H (-0.6265, 1.8751, 2.2876)
H (-0.3068, 1.2148, 3.8744)
H (1.4884, 0.8176, 1.7292)
H (1.6729, -0.7677, 3.9146)
H (2.0022, -1.5489, 2.4131)
H (0.3637, -2.6660, 4.9772)
H (1.5853, -3.3227, 3.8406)
H (0.0533, -3.9939, 3.6830)
H (-0.7836, -1.0100, 1.1166)
H (0.6338, -1.2390, 0.5151)
C (-1.6925, -1.9565, -1.8344)
C (-2.2747, -0.5570, -2.1069)
C (-3.2664, 0.1394, -1.1801)
O (-2.4720, 0.9028, -0.2174)
C (-3.2595, 1.4027, 0.7972)
N (-1.0988, 0.2565, -2.2582)
H (-1.2729, -1.9843, -0.8288)
H (-0.9709, -2.2051, -2.6126)
H (-2.5336, -2.6436, -1.9262)
H (-2.6494, -0.5978, -3.1297)
H (-3.9330, -0.5901, -0.7202)
H (-3.9884, 0.8623, -1.5599)
H (-3.5433, 0.6522, 1.5349)
H (-4.0954, 1.9512, 0.3631)
H (-2.8628, 2.2845, 1.3003)
H (-1.4698, 1.0756, -2.7182)
H (-0.7779, -0.2000, -3.1001)

Properties
Spin multiplicity: 2
Total charge: +2
Orbital gap (spin up / spin down) in eV: 9.533 / 5.376
⟨S²⟩: 0.755

***

C35H31Br3N6O8 | wB97M-V/def2-TZVPD

Positions of all 83 atoms, in Å:
C (0.3230, -1.0735, 0.9654)
Br (1.3164, 0.5420, 0.2745)
Br (1.4473, -2.2281, 2.1142)
Br (-0.2649, -2.2264, -0.5739)
H (-0.6004, -0.6998, 1.4079)
C (5.8417, 1.3815, -0.4015)
C (4.4808, 1.3573, -0.7549)
C (3.6875, 2.4588, -0.6893)
C (4.2947, 3.6825, -0.5946)
C (5.7288, 3.7581, -0.2778)
C (6.4750, 2.5542, -0.2459)
N (3.4636, 4.9194, -0.9313)
O (4.1396, 5.9880, -1.0401)
O (2.1791, 4.9121, -1.0465)
H (6.5103, 0.5485, -0.2417)
H (4.0359, 0.3750, -0.6958)
H (2.6295, 2.4492, -0.9056)
H (6.1717, 4.7383, -0.1805)
H (7.5477, 2.6265, -0.1430)
C (-0.1893, 2.3295, -4.2133)
C (-0.9523, 3.3075, -4.8913)
C (-1.5813, 4.1791, -4.0893)
C (-1.5064, 4.2136, -2.7014)
C (-0.5971, 3.4179, -2.0426)
C (-0.0302, 2.3857, -2.8136)
N (-2.2737, 5.2122, -1.8867)
O (-3.0088, 5.9325, -2.5110)
O (-2.2593, 5.1785, -0.6007)
H (0.2971, 1.5660, -4.8023)
H (-1.1412, 3.1692, -5.9456)
H (-2.0560, 4.9878, -4.6251)
H (-0.4860, 3.3669, -0.9695)
H (0.6694, 1.6942, -2.3677)
C (2.0548, -5.0015, -1.6020)
C (2.0692, -6.1086, -2.4357)
C (3.1608, -6.2347, -3.2580)
C (4.3608, -5.6017, -2.9377)
C (4.4722, -4.6881, -1.8893)
C (3.2738, -4.3132, -1.2725)
N (5.5279, -5.7442, -3.8101)
O (6.7556, -5.6121, -3.4191)
O (5.4058, -6.1163, -4.9923)
H (1.1820, -4.7987, -0.9992)
H (1.2091, -6.7592, -2.4942)
H (3.1305, -7.0442, -3.9722)
H (5.3623, -4.1236, -1.6540)
H (3.5242, -3.5744, -0.5256)
C (-6.2895, 1.0715, 3.1122)
C (-5.1504, 0.2866, 3.3817)
C (-4.1161, 0.1819, 2.4630)
C (-4.1277, 1.0448, 1.3529)
C (-5.2806, 1.7803, 1.1431)
C (-6.3322, 1.8479, 2.0278)
N (-3.0966, 0.9818, 0.3209)
O (-3.0223, 1.8446, -0.4969)
O (-2.4766, -0.0984, 0.2092)
H (-7.1065, 0.9387, 3.8059)
H (-5.0963, -0.2443, 4.3207)
H (-3.2337, -0.4334, 2.5579)
H (-5.4314, 2.1628, 0.1444)
H (-7.1939, 2.4360, 1.7484)
N (-0.6041, -5.2968, 0.9067)
C (-1.7977, -5.2625, 0.2643)
C (-2.9548, -4.7569, 0.8484)
C (-2.8265, -4.2637, 2.1813)
C (-1.6423, -4.1418, 2.8265)
C (-0.5793, -4.7634, 2.1927)
H (-1.8968, -5.7319, -0.7033)
H (-3.8377, -4.6979, 0.2293)
H (-3.7194, -3.8795, 2.6519)
H (-1.5898, -3.6415, 3.7821)
H (0.3921, -4.6141, 2.6406)
N (-0.8501, 0.9374, 4.1370)
C (-0.4396, 1.5049, 2.9559)
C (-0.9622, 2.7926, 2.5019)
C (-2.0138, 3.3990, 3.2523)
C (-2.4257, 2.7465, 4.4262)
C (-1.8351, 1.5542, 4.8698)
H (0.3103, 1.0195, 2.3489)
H (-0.6825, 3.4033, 1.6562)
H (-2.4730, 4.3156, 2.9126)
H (-3.2378, 3.2387, 4.9408)
H (-2.1613, 1.0544, 5.7698)

Properties
Spin multiplicity: 1
Relative energy (zero: lowest compared OMol25 entry of this formula, charge and spin) in eV: 0.978
Orbital gap in eV: 8.723

***

C5H10O2 | wB97M-V/def2-TZVPD

Positions of all 17 atoms, in Å:
C (0.9514, 1.0718, -0.7641)
C (1.0342, -1.2805, 0.8299)
C (0.0571, -0.8134, -0.2272)
O (-0.1868, -1.4316, -1.2743)
H (1.1977, -0.5158, 1.5907)
H (0.7192, 1.7357, -1.5960)
H (1.5313, 1.5789, 0.0088)
H (1.6417, 0.3941, -1.2697)
H (1.9858, -1.5242, 0.3544)
H (0.6250, -2.1719, 1.3098)
C (-1.2556, -0.0896, 0.4494)
C (-0.7632, 1.2330, 0.1043)
O (-2.4059, -0.4872, -0.2341)
H (-2.0809, -0.9718, -1.0255)
H (-1.2941, -0.3250, 1.5134)
H (-0.4819, 1.8638, 0.9420)
H (-1.2749, 1.7338, -0.7117)

Properties
Spin multiplicity: 1
Relative energy (zero: lowest compared OMol25 entry of this formula, charge and spin) in eV: 4.215
Orbital gap in eV: 9.746

***

C6H12O12S3 | wB97M-V/def2-TZVPD

Positions of all 33 atoms, in Å:
O (-2.6450, 2.7720, -2.3109)
S (-1.6681, 3.5407, -3.0841)
O (-0.8072, 2.9129, -4.1179)
O (-2.2958, 4.8782, -3.7269)
C (-1.4245, 5.9652, -3.6676)
C (-0.3389, 5.5628, -2.6963)
O (-0.7301, 4.4050, -2.1711)
H (-1.0150, 6.2407, -4.6394)
H (-1.8442, 6.8797, -3.2484)
H (-0.1188, 6.2582, -1.8863)
H (0.6323, 5.5899, -3.1904)
O (-0.0545, -5.6090, 6.4464)
S (-0.5262, -5.1322, 5.2100)
O (-1.9923, -5.0979, 5.0884)
O (0.2638, -3.7726, 4.7348)
C (0.7272, -3.8888, 3.5055)
C (0.4041, -5.3536, 2.9598)
O (0.1587, -6.0954, 4.0603)
H (0.5079, -3.0274, 2.8746)
H (1.8044, -4.0121, 3.6173)
H (1.2901, -5.8109, 2.5193)
H (-0.2943, -5.4146, 2.1251)
O (0.2796, -0.9070, 1.7313)
S (0.5787, -1.2098, 0.3193)
O (0.3982, -2.5299, -0.2646)
O (-0.3715, -0.1851, -0.6156)
C (0.4408, 0.8138, -1.3205)
C (1.8111, 0.0751, -1.4215)
O (1.8506, -0.3868, -0.1534)
H (0.1138, 0.8458, -2.3598)
H (0.4912, 1.5668, -0.5341)
H (2.4840, 0.8942, -1.6751)
H (1.8899, -0.7678, -2.1081)

Properties
SMILES: O=S1(=O)OCCO1.O=S1(=O)OCCO1.O=S1(=O)OCCO1
Spin multiplicity: 1
Relative energy (zero: lowest compared OMol25 entry of this formula, charge and spin) in eV: 3.519
Orbital gap in eV: 10.854

***

B2F4H4Sn | wB97M-V/def2-TZVPD

Positions of all 11 atoms, in Å:
Sn (-5.3005, 23.3809, 12.9196)
B (-6.2940, 26.4222, 12.3768)
H (-5.2709, 26.4642, 12.0365)
H (-6.7727, 27.3887, 12.3454)
H (-6.8803, 25.7435, 11.7769)
H (-6.2348, 26.0096, 13.3721)
B (-2.2722, 25.1247, 13.0511)
F (-3.5377, 25.7269, 13.3072)
F (-2.3774, 23.8363, 13.5581)
F (-2.0679, 25.0145, 11.7027)
F (-1.2100, 25.7378, 13.6244)

Properties
Spin multiplicity: 1
Relative energy (zero: lowest compared OMol25 entry of this formula, charge and spin) in eV: 3.274
Orbital gap in eV: 5.917

***

no.,DFT total energy (a.u.)
1,-3443.3003
2,-5790.4773
3,-2228.6683
4,-1220.9322
5,-10004.2653
6,-346.8705
7,-2333.0779
8,-665.8254